Record 1
The following is a quantum chemistry calculation of a cluster of 2 separate species, C4H12S2 in total, from OMol25.

Its energy above the lowest of the compared OMol25 structures with the same formula, charge and spin is 122.5 kJ/mol. The structure (SMILES) is CCC.CSS. The value obtained for the strongest force on any atom is 3.92 eV/Å. The value obtained for the frontier orbital gap is 9.60 eV. As for the HOMO energy: -9.0 eV. The charge is 0.

Structure (XYZ):
```
18
Properties=species:S:1:pos:R:3:forces:R:3
C -2.152 -2.604 4.003 -2.6 1.0 -0.4
C -1.125 -1.532 3.745 0.8 1.8 0.0
C -1.424 -0.735 2.433 -1.0 2.4 1.7
H -3.106 -2.084 3.710 0.4 -0.2 0.8
H -2.280 -2.866 5.049 0.2 -0.2 0.0
H -2.345 -3.472 3.360 1.4 -0.1 0.0
H -0.061 -1.842 3.806 -0.6 -0.1 -0.3
H -1.192 -0.710 4.534 0.0 -1.4 -0.5
H -2.149 0.198 2.614 1.5 -1.9 0.1
H -0.542 -0.287 2.001 0.3 -0.1 -0.3
H -2.001 -1.253 1.723 -0.3 -1.2 -1.1
C 1.716 2.380 -5.602 0.8 2.2 -3.1
S 2.746 3.462 -4.629 0.2 0.4 0.9
S 4.609 2.738 -4.941 0.5 -0.2 -0.1
H 2.385 1.709 -6.135 -0.5 -1.1 0.8
H 1.418 2.981 -6.507 -0.1 -0.2 0.8
H 0.802 2.187 -5.118 -0.7 -1.3 0.7
H 4.701 1.728 -4.046 -0.2 0.2 0.0
```
Positions in Å, forces in eV/Å.

Record 2
The following is a quantum chemistry calculation of a cluster of 2 separate species, C10H17N2 in total, from OMol25.

Its energy above the lowest of the compared OMol25 structures with the same formula, charge and spin is 249.0 kJ/mol. The value obtained for the strongest force on any atom is 2.03 eV/Å. The value obtained for the frontier orbital gap is 4.31 eV. As for the HOMO energy: -9.8 eV. The charge is +1.

Structure (XYZ):
```
29
Properties=species:S:1:pos:R:3:forces:R:3
C -0.383 0.001 -1.694 -0.1 0.0 -0.8
C -1.005 1.253 -1.841 -0.4 -0.5 0.0
C -2.376 1.540 -1.930 0.4 0.8 -0.3
C -3.482 0.701 -1.965 -0.4 -0.2 0.2
C -3.488 -0.693 -1.965 -0.2 0.2 0.2
C -2.380 -1.534 -1.931 0.2 -0.9 -0.3
C -1.010 -1.250 -1.849 -0.3 0.5 0.0
H 0.719 0.002 -1.637 -0.7 0.0 0.1
H -0.350 2.115 -1.945 0.0 -0.1 0.3
H -2.610 2.613 -2.037 0.2 -0.6 0.1
H -4.467 1.192 -2.017 0.6 -0.3 0.0
H -4.473 -1.180 -2.017 0.5 0.2 0.0
H -2.617 -2.610 -2.037 0.2 0.7 0.1
H -0.354 -2.111 -1.964 0.0 0.1 0.3
C 0.182 -0.188 1.726 0.3 -0.2 0.4
N 1.591 -0.294 1.643 -0.2 -0.5 1.4
C 2.250 -1.456 1.148 0.1 0.1 -0.5
N 2.256 0.906 1.505 0.4 1.6 -1.2
C 3.239 1.210 2.551 -0.6 0.1 -0.1
H -0.174 -1.121 2.168 -0.5 0.1 -0.1
H -0.032 0.658 2.393 -0.3 -0.3 -0.1
H -0.325 -0.004 0.760 -0.1 0.0 0.0
H 1.821 -2.317 1.647 0.1 -0.3 0.1
H 2.143 -1.618 0.053 0.2 0.1 0.1
H 3.322 -1.391 1.394 -0.4 -0.1 -0.2
H 1.555 1.668 1.454 0.8 -0.7 0.0
H 3.788 2.057 2.144 0.3 0.0 0.4
H 2.753 1.485 3.488 0.1 0.0 0.2
H 3.910 0.368 2.752 -0.1 0.2 -0.3
```
Positions in Å, forces in eV/Å.

Record 3
The following is a quantum chemistry calculation of a cluster of 13 separate species, C28H48BClN14O3P in total, from OMol25.

The value obtained for the strongest force on any atom is 8.64 eV/Å. The value obtained for the frontier orbital gap is 8.07 eV. As for the HOMO energy: -12.8 eV. The charge is +1.

Structure (XYZ):
```
96
Properties=species:S:1:pos:R:3:forces:R:3
N 3.548 -0.746 -1.180 -0.1 2.6 0.3
B 4.516 0.428 -1.113 3.1 -3.1 -1.0
O 5.982 0.326 -1.438 -4.7 -0.2 -0.7
P 3.867 2.174 -0.528 1.9 3.0 0.2
N 5.267 3.278 -0.503 -2.8 -0.9 0.2
Cl 3.123 2.036 1.455 0.6 0.1 -2.1
C 2.624 2.826 -1.822 -0.1 0.3 -0.8
C 1.215 3.399 -1.212 -0.6 1.0 -1.1
C -0.066 2.637 -1.936 0.2 0.1 1.2
C -0.905 1.640 -0.940 -4.7 -4.8 -2.2
O -1.801 0.801 -1.531 5.5 5.4 3.8
O -0.761 1.536 0.522 -1.5 0.8 -3.3
H 2.830 -0.623 -1.941 1.0 -0.5 0.8
H 2.995 -0.687 -0.291 0.3 -0.2 -0.9
H 6.120 -0.383 -2.151 -0.3 0.9 1.6
H 5.489 3.633 0.456 0.1 -0.2 -1.2
H 5.198 4.046 -1.209 0.0 -0.8 1.0
H 2.472 1.961 -2.621 0.2 1.7 1.8
H 3.175 3.699 -2.421 -1.0 -1.9 1.5
H 1.138 4.536 -1.566 0.3 -2.6 0.8
H 1.152 3.426 -0.043 0.2 -0.4 -2.3
H -0.813 3.477 -2.310 1.4 -2.0 0.7
H 0.288 1.997 -2.871 -1.0 1.3 2.1
H -1.673 1.234 0.871 1.9 0.3 -1.1
C -4.246 -1.103 -2.233 0.2 0.1 0.1
C -5.634 -1.240 -2.708 -1.2 -0.1 -0.4
N -6.730 -1.348 -3.082 1.8 0.2 0.5
H -3.564 -1.756 -2.787 -0.3 0.0 0.0
H -3.878 -0.078 -2.349 -0.2 -0.2 -0.1
H -4.154 -1.363 -1.173 -0.3 0.0 -0.2
C -5.002 -4.642 -3.697 -0.2 0.1 0.0
C -3.560 -4.809 -3.943 1.1 -0.2 -0.2
N -2.421 -4.941 -4.137 -1.8 0.2 0.4
H -5.431 -3.855 -4.326 0.3 -0.1 0.0
H -5.558 -5.563 -3.907 0.3 0.1 0.0
H -5.207 -4.372 -2.656 0.2 -0.1 -0.1
C 0.598 1.972 4.608 0.0 -0.2 -0.1
C 0.513 3.288 5.262 -0.1 1.1 0.6
N 0.446 4.329 5.778 0.1 -1.7 -0.8
H 1.089 2.035 3.632 -0.1 0.2 0.2
H 1.168 1.257 5.211 -0.1 0.3 0.1
H -0.394 1.537 4.444 0.1 0.2 0.2
C -0.015 4.951 9.569 -0.1 0.1 -0.2
C 0.856 4.237 10.517 0.8 -0.6 0.9
N 1.544 3.673 11.266 -1.2 0.9 -1.3
H 0.355 4.874 8.541 0.1 -0.1 0.2
H -1.035 4.552 9.576 0.2 -0.1 0.2
H -0.084 6.018 9.808 0.1 -0.2 0.1
C -3.258 -7.101 -0.539 0.2 0.0 -0.1
C -4.392 -6.167 -0.444 -0.9 0.8 0.1
N -5.288 -5.429 -0.370 1.4 -1.1 -0.2
H -2.412 -6.658 -1.075 -0.3 0.2 0.0
H -2.895 -7.398 0.451 -0.3 0.1 -0.1
H -3.533 -8.018 -1.071 -0.1 0.4 0.2
C 4.326 -4.506 -1.017 -0.1 -0.2 0.2
C 4.766 -3.761 -2.209 0.4 0.6 -1.0
N 5.113 -3.173 -3.151 -0.6 -0.8 1.6
H 3.329 -4.937 -1.155 0.2 0.2 -0.2
H 5.006 -5.332 -0.783 0.0 0.2 -0.2
H 4.281 -3.862 -0.132 0.1 0.1 -0.3
C -2.772 2.272 7.934 0.0 0.1 0.2
C -2.644 1.466 6.708 0.1 -0.7 -1.0
N -2.543 0.829 5.740 -0.1 1.1 1.5
H -2.023 1.992 8.682 -0.1 -0.1 -0.3
H -2.641 3.341 7.731 0.0 -0.3 -0.2
H -3.756 2.149 8.398 0.1 -0.1 -0.3
C -4.102 4.926 -3.760 -0.2 0.0 0.0
C -2.660 4.760 -4.006 1.1 -0.1 -0.2
N -1.521 4.628 -4.200 -1.7 0.2 0.4
H -4.531 5.714 -4.389 0.3 -0.2 0.0
H -4.658 4.006 -3.970 0.2 0.1 -0.1
H -4.307 5.197 -2.719 0.3 0.0 -0.1
C 9.439 0.941 -1.406 -0.2 0.1 0.1
C 10.755 0.425 -1.818 1.2 -0.5 -0.4
N 11.795 0.018 -2.143 -1.8 0.7 0.6
H 9.506 1.536 -0.489 0.2 -0.1 -0.2
H 8.996 1.581 -2.176 0.3 -0.1 0.0
H 8.729 0.129 -1.213 0.3 0.0 -0.1
C 6.471 4.159 3.983 0.0 0.0 0.3
C 6.773 4.316 2.550 0.3 0.2 -1.0
N 7.012 4.441 1.418 -0.4 -0.2 1.9
H 6.847 3.207 4.373 0.0 0.1 -0.3
H 6.925 4.955 4.582 0.0 -0.1 -0.3
H 5.393 4.184 4.174 0.2 0.1 -0.3
C -7.673 0.884 -5.772 -0.1 -0.2 0.0
C -7.236 2.273 -5.556 0.4 1.2 0.2
N -6.892 3.371 -5.384 -0.5 -1.8 -0.2
H -8.764 0.807 -5.830 0.2 0.3 0.1
H -7.270 0.474 -6.704 0.0 0.3 0.1
H -7.345 0.225 -4.961 0.0 0.3 0.0
C -4.267 -11.443 -2.596 -0.1 -0.1 -0.2
C -3.951 -10.686 -1.373 0.3 0.6 1.1
N -3.702 -10.089 -0.406 -0.4 -1.3 -1.6
H -5.341 -11.432 -2.813 0.2 0.1 0.2
H -3.756 -11.028 -3.471 0.0 0.1 0.3
H -3.965 -12.492 -2.512 0.0 0.3 0.2
```
Positions in Å, forces in eV/Å.

Record 4
The following is a quantum chemistry calculation of a structure of composition C23H36P2Pb, from OMol25.

Its energy above the lowest of the compared OMol25 structures with the same formula, charge and spin is 262.1 kJ/mol. The value obtained for the strongest force on any atom is 6.79 eV/Å. The value obtained for the frontier orbital gap (spin up / spin down) is 3.59 / 2.27 eV. As for the HOMO energy (spin up / spin down): -12.9 / -12.2 eV. The charge is +2.

Structure (XYZ):
```
62
Properties=species:S:1:pos:R:3:forces:R:3
P 1.443 3.531 -2.696 0.3 1.3 -0.2
P 2.042 0.641 -3.918 0.5 -0.6 -1.1
C 2.647 3.402 -4.115 0.1 -0.3 0.2
C 2.432 2.139 -4.958 -0.3 0.1 0.2
H 3.655 3.390 -3.683 -0.1 0.0 0.0
H 2.571 4.305 -4.738 0.1 -0.2 0.2
H 1.584 2.289 -5.638 0.1 -0.1 0.1
H 3.313 1.930 -5.580 -0.2 0.0 0.1
C 3.741 -0.101 -3.808 -0.2 0.0 0.3
H 3.668 -1.106 -3.380 0.0 0.1 -0.1
H 4.367 0.499 -3.142 0.0 -0.1 -0.1
H 4.225 -0.168 -4.791 -0.2 0.0 0.2
C 1.344 -0.447 -5.250 -0.1 0.1 0.2
H 2.004 -0.505 -6.125 -0.1 0.0 0.2
H 0.370 -0.058 -5.565 0.1 0.0 0.0
H 1.191 -1.456 -4.855 0.1 0.1 -0.1
C 2.343 4.801 -1.685 -0.1 -0.2 0.0
H 1.704 5.130 -0.859 0.1 0.0 -0.1
H 2.631 5.676 -2.281 -0.1 -0.2 0.1
H 3.244 4.353 -1.254 -0.1 0.1 -0.1
C 0.173 4.637 -3.476 -0.1 -0.3 0.2
H -0.396 4.080 -4.226 0.1 0.1 0.0
H 0.628 5.515 -3.952 0.0 -0.2 0.1
H -0.531 4.975 -2.709 0.1 0.0 -0.1
Pb -1.180 -0.742 1.854 -2.9 -4.4 4.2
C -0.859 -1.369 -0.259 0.7 -0.4 -2.3
C 0.385 -1.389 0.365 1.5 -0.5 -2.5
C 1.453 -0.319 0.212 -0.1 0.2 -0.2
C 1.392 0.768 1.313 0.1 -0.3 0.2
C -0.011 1.150 1.728 1.2 2.8 -1.3
C -1.108 1.293 0.885 1.8 3.1 -1.1
C -1.065 1.164 -0.629 0.3 -0.1 0.0
C -1.404 -0.260 -1.132 -0.3 0.1 0.3
C -2.144 -0.106 3.580 -2.3 1.7 1.8
H -1.393 -2.314 -0.334 0.0 -0.1 0.3
H 0.721 -2.344 0.763 -0.3 0.0 0.3
H 1.378 0.138 -0.779 -0.1 -0.1 0.1
H 2.436 -0.799 0.255 -0.2 0.0 0.1
H 1.905 0.394 2.205 0.0 0.1 -0.1
H 1.949 1.660 0.985 -0.2 -0.1 0.0
H -0.093 1.573 2.727 -0.2 -0.2 0.1
H -1.984 1.790 1.295 -0.1 -0.4 0.2
H -0.084 1.475 -0.998 -0.1 0.0 0.1
H -1.790 1.863 -1.059 0.1 -0.1 0.2
H -2.493 -0.375 -1.160 0.1 -0.1 -0.1
H -1.052 -0.383 -2.168 0.1 0.0 0.2
H -3.088 -0.640 3.728 0.2 0.1 0.0
H -2.345 0.973 3.558 -0.1 -0.2 0.0
H -1.499 -0.321 4.442 0.1 -0.2 -0.5
C -1.364 -2.642 2.826 1.6 0.2 -1.8
C -1.852 -3.450 3.576 -0.8 -1.0 2.2
C -2.469 -4.191 4.645 0.0 0.1 -0.4
C -1.726 -5.024 5.492 -0.4 -0.5 0.5
C -2.360 -5.667 6.564 -0.1 0.5 -0.5
C -3.727 -5.473 6.795 0.3 0.2 -0.4
C -4.466 -4.638 5.954 0.4 0.1 -0.3
C -3.839 -3.997 4.883 -0.4 -0.2 0.6
H -0.666 -5.165 5.333 0.0 0.0 -0.1
H -1.791 -6.307 7.225 0.0 0.0 -0.1
H -4.215 -5.963 7.629 0.1 0.0 0.0
H -5.522 -4.479 6.135 0.1 0.0 0.0
H -4.419 -3.338 4.248 0.1 -0.1 0.0
```
Positions in Å, forces in eV/Å.

Record 5
The following is a quantum chemistry calculation of a cluster of 2 separate species, C26H25F6N4 in total, from OMol25.

Its energy above the lowest of the compared OMol25 structures with the same formula, charge and spin is 0.0 kJ/mol. The value obtained for the strongest force on any atom is 2.02 eV/Å. The value obtained for the frontier orbital gap is 5.78 eV. As for the HOMO energy: -10.8 eV. The charge is +1.

Structure (XYZ):
```
61
Properties=species:S:1:pos:R:3:forces:R:3
C 5.224 3.010 1.215 -0.5 0.9 0.2
N 5.086 2.078 0.125 0.5 -0.8 -0.1
C 6.282 1.749 -0.651 -0.6 -0.4 0.8
C 6.255 2.520 -1.939 -0.8 1.2 -1.4
F 7.364 2.407 -2.716 -1.1 0.0 1.0
F 5.168 2.123 -2.686 1.1 0.3 0.5
F 6.049 3.853 -1.666 0.5 -1.1 -0.4
C 3.900 1.417 -0.050 -0.6 -0.5 -0.4
C 3.826 0.001 -0.176 0.0 -0.1 -0.1
C 2.614 -0.650 -0.292 -0.3 0.1 -0.1
C 1.403 0.085 -0.533 0.1 0.0 -0.1
C 0.161 -0.591 -0.669 0.5 0.2 -0.2
C -1.080 -0.072 -1.129 -0.9 0.4 -0.4
C -2.252 -0.909 -1.132 0.9 0.3 0.5
C -3.494 -0.386 -1.425 -0.5 0.4 -0.2
C -3.669 0.954 -1.864 1.4 -0.6 0.7
N -4.914 1.508 -2.098 -1.3 -0.3 0.4
C -5.369 1.716 -3.456 0.5 0.4 -0.6
C -5.909 1.706 -1.039 0.7 -0.7 -0.6
C -5.648 3.014 -0.345 0.9 1.4 0.2
F -6.633 3.426 0.498 1.0 -0.5 -0.9
F -4.474 2.918 0.368 -1.0 0.2 -0.3
F -5.435 4.002 -1.283 -0.5 -0.7 1.1
C -2.494 1.730 -2.033 -0.4 -0.2 0.0
C -1.268 1.257 -1.626 -0.2 0.0 -0.2
C 1.537 1.506 -0.561 0.2 0.3 0.6
C 2.683 2.138 -0.151 0.1 0.1 0.0
H 4.554 2.724 2.046 0.4 0.1 -0.3
H 6.265 2.995 1.562 -0.4 0.1 0.0
H 4.952 4.022 0.886 0.3 0.0 0.3
H 7.148 2.079 -0.068 0.0 -0.5 -0.3
H 6.263 0.679 -0.892 0.6 0.3 0.0
H 4.760 -0.553 -0.114 -0.3 -0.1 0.1
H 2.548 -1.747 -0.243 0.2 0.6 0.0
H 0.142 -1.636 -0.344 0.1 0.2 -0.1
H -2.119 -1.961 -0.843 -0.2 0.5 -0.1
H -4.387 -1.006 -1.361 0.2 0.0 0.0
H -4.913 0.972 -4.139 -0.3 0.3 0.3
H -6.464 1.615 -3.478 0.4 0.0 -0.2
H -5.082 2.723 -3.792 -0.3 -0.2 -0.2
H -6.890 1.772 -1.522 0.1 -0.3 0.4
H -5.814 0.898 -0.300 -0.5 0.2 -0.1
H -2.567 2.748 -2.413 -0.1 -0.2 0.1
H -0.472 1.991 -1.703 -0.5 -0.6 -0.3
H 0.739 2.169 -0.862 0.4 -0.3 0.7
H 2.660 3.218 -0.002 0.2 -0.3 -0.3
C -0.090 -6.289 2.039 0.0 0.6 -0.4
C -0.034 -5.019 1.435 0.0 -0.2 -0.1
C -0.276 -3.891 2.212 -0.2 -0.1 1.1
C -0.567 -4.051 3.586 0.1 0.8 -0.8
C -0.626 -5.287 4.192 0.0 -0.7 0.3
C -0.383 -6.430 3.406 -0.1 0.8 0.3
N -0.751 -2.748 4.054 -0.1 -0.2 0.4
C -0.576 -1.890 3.007 0.3 -1.8 -0.7
N -0.291 -2.543 1.889 -0.1 1.1 0.2
H 0.098 -7.182 1.439 -0.1 0.3 0.2
H 0.188 -4.829 0.382 0.0 -0.5 0.2
H -0.858 -5.314 5.256 0.1 -0.4 -0.2
H -0.421 -7.425 3.853 0.0 0.4 -0.1
H -0.975 -2.492 5.009 0.1 0.0 -0.4
H -0.671 -0.823 3.131 0.0 0.0 -0.1
```
Positions in Å, forces in eV/Å.